[1]
57
Properties=species:S:1:pos:R:3:forces:R:3:nbo_charge:R:1 method="wB97M-V/def2-TZVPD" mol_weight_g_mol=678.820 multiplicity=2 s_squared=0.841 charge=+1 largest_force_ev_per_a=0.4 lumo_energy_ev="-4.380 / -4.206"
H -2.473 1.593 -0.602 0.00 0.01 -0.04 0.218
C -0.453 -3.746 -2.947 0.01 -0.01 0.00 -0.152
H -3.379 3.340 -2.106 0.00 0.00 0.00 0.252
C 0.914 -2.009 -2.073 0.04 -0.05 -0.12 0.062
H -2.697 1.870 2.787 0.00 0.00 0.00 0.419
C -0.202 3.105 -3.250 -0.04 0.01 0.02 -0.184
H -2.460 -3.797 -2.130 -0.01 0.01 0.01 0.264
C 3.857 2.335 2.081 0.01 -0.01 0.00 -0.171
C 2.761 1.704 1.517 -0.03 0.01 -0.01 -0.267
N 0.279 1.429 1.585 -0.04 -0.14 -0.11 -0.615
C -0.731 1.893 2.293 -0.08 0.08 0.03 0.318
C 0.085 -3.515 1.431 0.01 0.09 0.00 -1.119
C 3.712 3.230 3.139 0.00 -0.01 -0.01 -0.197
C -1.515 3.555 -3.168 0.04 -0.07 0.06 -0.089
C -1.997 4.567 -4.067 -0.02 0.04 -0.04 0.236
C 1.499 1.974 2.033 0.05 0.01 0.08 0.191
O 1.792 -0.084 -1.059 -0.10 0.10 -0.07 -0.677
H 0.366 -4.208 2.228 0.02 0.00 0.01 0.255
H 2.900 1.024 0.688 -0.01 0.00 -0.02 0.238
C 0.767 -3.074 -2.937 -0.02 0.02 0.00 -0.151
C -1.490 -3.320 -2.126 -0.02 0.03 0.00 -0.150
H 0.892 -0.350 3.773 0.02 0.01 -0.01 0.234
H 0.481 3.506 -3.984 0.00 0.00 0.00 0.253
H 3.082 -2.780 2.388 -0.02 -0.01 0.02 0.251
H 3.093 -2.333 0.686 0.00 0.00 -0.01 0.234
H 0.419 -3.957 0.489 0.01 0.01 -0.01 0.228
H 1.233 1.768 -2.388 0.00 -0.02 -0.01 0.227
N -2.020 1.564 2.109 0.04 -0.01 -0.01 -0.790
C 0.371 -1.265 3.482 -0.01 -0.02 -0.09 -1.111
C 1.366 2.872 3.091 0.00 -0.03 -0.03 -0.229
N -0.589 1.597 -1.436 0.02 0.04 -0.05 -0.551
H 1.584 -3.357 -3.586 0.02 0.01 0.00 0.263
C 2.752 -2.020 1.676 -0.08 -0.01 -0.02 -1.104
O -1.663 -0.534 0.261 0.08 0.22 0.04 -0.722
H 0.615 -2.033 4.220 0.01 -0.01 0.00 0.251
S -0.310 3.024 3.539 0.00 -0.02 -0.03 0.431
C -1.847 2.041 -1.361 -0.05 0.00 -0.03 0.070
C -2.354 3.013 -2.202 0.02 0.00 0.00 -0.196
N -0.075 -1.647 -1.258 0.00 -0.16 -0.08 -0.398
H 3.262 -1.088 1.928 -0.01 -0.01 0.01 0.242
H 4.583 3.711 3.560 0.00 0.00 0.00 0.234
O -3.359 -1.945 -0.157 0.03 -0.01 -0.03 -0.507
N -2.381 5.374 -4.786 -0.01 0.01 -0.01 -0.215
H -0.598 -4.589 -3.607 0.00 0.00 -0.01 0.249
C 2.459 3.511 3.654 0.00 0.01 0.01 -0.196
C -1.259 -2.248 -1.283 -0.07 -0.04 -0.01 0.070
C -2.233 -1.601 -0.341 0.05 -0.17 -0.01 0.770
H -1.008 -3.476 1.422 0.00 0.01 0.00 0.236
H 4.843 2.128 1.688 0.01 0.00 0.00 0.231
H -2.252 0.750 1.553 0.00 -0.02 0.04 0.436
H 2.336 4.206 4.473 0.00 0.00 0.00 0.237
H -0.704 -1.083 3.550 -0.01 0.00 -0.01 0.234
C 2.097 -1.096 -1.930 0.01 -0.06 0.20 0.767
C 0.214 2.130 -2.364 0.02 0.07 0.01 0.054
Re 0.244 -0.112 0.062 0.07 0.13 0.33 1.342
Si 0.876 -1.835 1.759 0.09 -0.02 0.03 1.275
O 3.143 -1.191 -2.483 -0.04 -0.03 -0.05 -0.481

[2]
53
Properties=species:S:1:pos:R:3:forces:R:3:nbo_charge:R:1 method="wB97M-V/def2-TZVPD" mol_weight_g_mol=414.469 smiles="O=C(Cc1n[nH]c(=O)c2ccccc12)Nc1cccc(-c2nnc3n2CCCCC3)c1" largest_force_ev_per_a=1.1 lumo_energy_ev=-0.114
H -0.459 3.284 -1.236 0.07 0.06 -0.01 0.241
H 0.990 0.139 1.057 0.13 -0.06 0.07 0.225
H -1.113 1.353 2.959 -0.04 0.04 -0.30 0.410
O -0.079 2.799 1.233 0.09 0.19 -0.07 -0.629
H -0.017 -2.110 1.158 0.04 0.02 0.11 0.220
C -0.447 -1.937 0.182 -0.09 0.07 -0.12 -0.247
H 2.078 2.188 1.372 0.03 -0.07 -0.06 0.253
C 0.368 -1.616 -0.899 -0.40 -0.05 -0.03 0.015
H 4.170 1.259 2.459 0.02 0.04 0.09 0.191
H 2.683 1.633 -0.182 -0.09 0.03 -0.04 0.205
C -1.029 2.065 1.030 -0.04 -0.10 0.18 0.620
H 4.413 2.625 1.374 0.00 0.01 0.09 0.214
C -1.817 -2.102 0.005 0.06 0.06 -0.35 0.143
H -3.668 1.665 -3.559 -0.06 -0.02 -0.07 0.220
C -0.199 -1.439 -2.160 0.04 0.03 0.07 -0.198
C -3.122 1.724 -2.629 -0.09 -0.04 0.03 -0.185
H -4.704 -0.940 -0.091 -0.03 -0.01 0.01 0.231
H -4.426 0.374 -1.639 -0.06 -0.09 -0.01 0.214
C -3.801 -2.033 1.535 -0.19 0.26 -0.14 0.708
N -2.549 0.424 1.958 -0.72 -0.52 -0.05 -0.206
C -4.295 -0.736 0.896 -0.11 -0.11 0.24 -0.544
C -1.559 -1.603 -2.333 0.01 -0.01 0.00 -0.194
H 6.163 1.025 0.991 0.03 0.01 -0.06 0.210
H 2.317 -0.273 2.168 -0.11 0.02 -0.05 0.200
N -2.607 -2.511 1.094 0.47 -0.62 0.20 -0.631
C 3.829 -1.229 -0.072 -0.14 -0.07 0.21 0.332
C -3.195 0.283 0.850 0.28 0.34 0.35 0.180
N 2.638 -2.224 -1.547 -1.04 -0.19 -0.41 -0.278
C -1.319 2.642 -1.350 0.05 0.01 0.07 -0.149
H 0.444 -1.204 -2.993 0.08 0.03 -0.09 0.233
H -3.415 -2.144 -1.421 -0.13 -0.03 0.00 0.215
C -1.999 2.543 -2.542 0.08 0.03 0.06 -0.202
C 4.136 1.569 1.411 0.04 0.01 -0.39 -0.395
O -4.407 -2.596 2.417 -0.22 -0.02 0.19 -0.589
H 4.860 -1.027 1.765 0.09 -0.03 0.03 0.210
H -5.106 -0.375 1.532 0.03 -0.11 -0.10 0.265
H 5.870 -1.250 0.326 -0.08 -0.06 0.05 0.248
N 3.886 -2.016 -1.110 1.04 0.11 0.17 -0.287
H 5.130 1.068 -0.437 0.06 0.02 -0.03 0.205
C 2.705 1.436 0.892 0.01 0.00 0.37 -0.422
C 5.169 0.774 0.614 0.05 -0.01 0.33 -0.388
C 1.818 -1.568 -0.767 0.43 0.02 0.12 0.275
C -3.545 0.990 -1.545 -0.06 0.05 0.08 -0.205
C 4.987 -0.744 0.716 0.09 0.22 -0.11 -0.451
N 2.529 -0.912 0.203 0.19 -0.64 -0.51 -0.356
N -1.534 1.282 2.039 0.30 0.25 0.04 -0.398
H -2.221 -3.247 1.672 -0.18 0.08 -0.05 0.414
C -2.852 1.048 -0.329 0.41 0.52 -0.07 0.016
H -1.674 3.106 -3.403 0.04 0.06 -0.06 0.222
H -1.994 -1.489 -3.314 -0.04 0.02 -0.10 0.219
C 2.076 0.066 1.154 -0.16 0.61 0.18 -0.217
C -2.366 -1.949 -1.264 0.12 -0.17 0.14 -0.231
C -1.740 1.908 -0.241 -0.31 -0.17 -0.22 -0.158

[3]
63
Properties=species:S:1:pos:R:3:forces:R:3:nbo_charge:R:1 method="wB97M-V/def2-TZVPD" mol_weight_g_mol=733.805 multiplicity=2 s_squared=0.788 charge=+1 largest_force_ev_per_a=0.6 lumo_energy_ev="-2.199 / -3.288"
H -2.333 1.000 3.496 0.07 -0.14 0.02 0.223
F 1.069 -2.449 -0.397 -0.59 0.16 0.04 -0.673
C -1.591 -1.864 5.144 -0.02 0.09 -0.05 0.398
F 2.798 -2.292 1.291 -0.09 0.31 0.52 -0.638
C -0.575 -2.405 4.336 0.01 -0.01 0.09 -0.264
H -0.525 -2.717 -3.183 0.01 0.02 0.00 0.420
F -1.957 -2.524 6.242 -0.03 0.00 0.08 -0.297
F 2.893 -0.933 -0.730 0.02 0.40 -0.02 -0.671
H 2.418 -0.120 -3.938 0.03 0.05 0.04 0.416
Cd 0.605 -0.104 -0.583 -0.09 -0.12 -0.13 1.745
C 0.820 -1.272 -3.549 -0.02 0.15 0.41 0.818
C 2.331 1.351 1.615 -0.12 0.02 -0.17 -0.268
O 0.301 -0.458 -2.738 0.14 -0.07 -0.33 -0.845
H -2.943 -0.230 5.545 0.07 -0.07 -0.07 0.251
C -0.194 -1.764 3.207 0.05 0.05 -0.18 -0.180
H 2.475 -1.656 -4.700 -0.01 -0.01 -0.01 0.410
H -5.656 -2.439 -2.008 0.03 0.03 0.01 0.230
C -1.868 0.045 3.730 -0.06 -0.04 -0.06 -0.151
C 0.723 3.271 -2.654 -0.01 0.01 -0.02 -0.220
C -2.848 -0.529 -1.881 0.09 0.00 -0.01 -0.221
H 2.404 1.898 2.556 0.01 0.08 0.12 0.209
C -0.857 -0.486 2.726 -0.06 -0.12 -0.04 -0.199
N 0.229 -2.449 -3.793 -0.02 -0.07 -0.08 -0.789
C 0.178 0.647 2.537 0.02 -0.12 -0.23 -0.200
N -1.453 -0.298 0.240 -0.35 -0.20 -0.18 -0.680
As 2.829 -2.676 -0.393 0.09 -0.07 0.17 2.851
H -0.096 -3.329 4.640 -0.05 0.05 -0.01 0.252
H 0.196 2.458 -3.139 0.02 0.04 0.00 0.233
H -2.238 0.118 -2.494 0.03 0.00 -0.03 0.236
C -4.776 -1.977 -1.578 0.01 0.00 -0.02 -0.193
C 1.312 3.090 -1.405 -0.06 -0.36 0.07 0.151
H 0.698 -3.174 -4.305 0.01 -0.02 -0.01 0.409
N 1.358 1.960 -0.575 0.03 0.53 -0.28 -0.663
C 1.992 4.127 -0.780 0.13 0.00 0.24 0.091
N 1.937 -0.953 -4.225 -0.13 -0.04 -0.04 -0.791
H 2.649 6.198 -0.856 -0.06 -0.12 -0.06 0.233
C -2.517 -0.781 -0.550 0.31 0.18 0.12 0.143
H 0.404 4.704 -4.205 0.03 -0.02 0.08 0.229
H 0.587 -2.193 2.587 -0.08 0.00 -0.02 0.234
F 4.516 -2.748 -0.376 0.47 -0.02 -0.08 -0.594
H 0.532 0.913 3.534 0.00 0.06 0.12 0.207
C -3.323 -1.595 0.233 0.02 -0.08 0.28 0.090
N 2.432 3.590 0.432 0.10 0.24 -0.02 -0.510
C 1.536 5.562 -2.589 -0.03 -0.03 -0.04 -0.189
F 2.740 -2.942 -2.077 0.04 -0.12 -0.57 -0.623
C 2.031 2.306 0.491 -0.10 -0.09 0.00 0.415
F 2.599 -4.313 -0.043 -0.02 -0.54 0.03 -0.596
H -5.079 -2.862 0.365 0.05 0.07 -0.06 0.232
C -2.210 -0.630 4.851 0.03 -0.05 0.07 -0.285
H 3.298 0.888 1.426 0.08 -0.04 -0.05 0.259
H -3.065 -2.045 2.319 -0.04 0.01 0.06 0.439
C -3.982 -1.137 -2.378 -0.05 -0.03 -0.02 -0.213
H 1.609 6.527 -3.078 -0.01 -0.07 0.03 0.231
H -0.332 1.518 2.118 0.07 0.01 -0.09 0.215
C -1.640 -0.796 1.446 0.06 0.31 0.04 0.469
H -4.276 -0.956 -3.406 0.03 -0.03 0.09 0.229
C 0.846 4.519 -3.234 0.01 -0.03 0.03 -0.206
C -4.465 -2.220 -0.256 -0.04 -0.06 0.04 -0.216
N -2.735 -1.577 1.491 -0.14 -0.16 0.01 -0.512
N 1.320 0.287 1.680 -0.04 0.23 0.04 -0.708
C 2.122 5.389 -1.351 0.05 0.07 0.06 -0.226
H 1.772 -0.541 2.040 0.10 -0.24 0.01 0.421
H 2.976 4.068 1.130 0.02 0.01 0.04 0.433

[4]
59
Properties=species:S:1:pos:R:3:forces:R:3:nbo_charge:R:1 method="wB97M-V/def2-TZVPD" mol_weight_g_mol=1213.528 charge=-1 largest_force_ev_per_a=0.4 lumo_energy_ev=2.149
Se -1.916 -2.163 -2.118 -0.17 -0.14 -0.33 -0.502
N 0.048 2.089 1.235 0.04 -0.02 0.03 -0.458
C 6.903 0.247 -4.023 0.00 0.01 -0.03 -0.076
C 1.559 -2.751 3.772 0.05 0.00 -0.05 -0.229
C -1.378 3.817 2.074 0.04 -0.01 0.07 -0.275
C 2.218 -1.460 1.726 0.10 0.05 -0.03 -0.232
H 2.615 -0.649 -5.716 0.00 0.00 0.01 0.228
Te -2.095 -0.969 -4.330 0.12 0.01 0.17 0.188
C 2.678 -0.438 -3.580 0.04 0.03 0.06 0.221
Bi -0.601 -0.465 -0.513 0.01 0.16 0.32 1.082
H 7.541 -0.395 -2.040 0.00 0.02 0.01 0.211
C -0.801 3.102 1.041 0.05 0.14 0.05 0.051
N 1.598 -0.147 1.502 -0.02 -0.14 -0.04 -0.623
C 4.816 0.040 -2.556 0.02 0.02 0.05 -0.277
H -1.030 3.329 0.005 -0.02 0.03 0.14 0.225
H 2.469 -2.394 4.241 -0.02 0.02 0.02 0.210
H 0.076 2.092 4.587 0.01 -0.01 -0.01 0.213
H 0.842 -0.098 3.422 -0.02 -0.01 0.03 0.225
C 3.460 -0.182 -2.471 0.00 -0.05 -0.09 0.292
C 3.225 -0.461 -4.843 0.00 -0.01 -0.01 -0.253
H 8.187 1.672 -5.045 -0.01 -0.01 0.00 0.199
H -1.483 3.995 4.217 -0.01 -0.02 0.01 0.209
H 5.389 0.225 -1.658 -0.02 0.00 -0.01 0.221
I -2.518 -4.271 1.657 0.10 0.02 0.05 0.119
C 1.299 -2.392 2.458 0.05 0.10 0.10 -0.150
H 6.670 2.367 -4.444 0.01 0.00 -0.01 0.213
C -0.187 2.409 3.585 0.00 0.00 0.00 -0.261
C 0.679 -3.552 4.481 -0.01 -0.04 0.16 -0.208
C 1.299 0.590 2.708 0.03 0.01 -0.03 -0.264
H 8.696 0.629 -2.895 0.00 0.00 0.00 0.206
H 2.201 0.994 3.199 0.01 -0.05 0.03 0.176
H 5.038 -0.236 -5.926 0.02 0.00 0.02 0.195
H 3.168 -1.379 2.278 -0.02 0.01 0.02 0.163
C 0.137 -2.853 1.785 -0.31 -0.13 0.07 0.424
H 7.102 -1.135 -5.703 0.00 -0.02 0.01 0.207
Se -2.935 1.207 -3.437 -0.05 0.01 0.07 -0.179
C -1.056 3.461 3.377 -0.01 0.00 -0.01 -0.164
H 8.602 -0.850 -4.814 -0.01 0.00 -0.01 0.199
C 0.344 1.740 2.483 0.01 0.06 0.01 0.233
C 4.593 -0.226 -4.939 -0.03 -0.01 -0.02 -0.170
H 2.440 -1.870 0.739 0.02 0.01 -0.02 0.226
Se -1.137 1.882 -2.099 0.00 -0.14 -0.41 -0.523
O 1.384 -0.629 -3.187 -0.10 -0.09 -0.04 -0.657
I 1.094 -4.057 6.477 -0.01 0.02 -0.11 0.074
H 7.338 -1.880 -4.120 0.01 0.00 -0.01 0.213
B 1.361 -0.467 -1.808 0.03 0.05 -0.12 0.707
C -0.494 -3.997 3.887 0.08 0.07 -0.06 -0.259
H 2.181 0.398 0.880 -0.05 0.04 -0.08 0.387
C 7.119 1.485 -4.906 -0.01 -0.02 0.01 -0.595
C 7.634 0.471 -2.699 0.00 0.00 -0.01 -0.605
C 5.403 0.018 -3.824 0.00 -0.02 -0.01 -0.036
H 7.258 1.351 -2.174 0.00 -0.01 0.01 0.210
O 2.663 -0.202 -1.354 -0.07 0.05 0.24 -0.706
H 6.666 1.355 -5.889 0.00 0.01 0.00 0.207
H -2.063 4.627 1.865 0.01 -0.01 -0.03 0.216
H -1.205 -4.599 4.434 0.01 -0.01 0.00 0.227
C -0.742 -3.645 2.575 -0.17 -0.05 -0.12 -0.247
C 7.522 -0.980 -4.709 0.00 0.02 0.02 -0.595
O -0.120 -2.591 0.554 0.26 0.01 -0.08 -0.831